A.
{"formula": "C4H6NO2", "method": "ωB97M-V with the def2-TZVPD basis set", "total_charge": 1, "homo_lumo_gap_ev": [9.68, 9.68], "spin_multiplicity": 1, "species": ["H", "O", "H", "H", "C", "H", "C", "C", "H", "H", "N", "C", "O"], "positions_angstrom": [[0.54283, -1.19007, -0.52048], [-3.14084, 0.44012, -0.30749], [-2.06997, -1.98138, 0.26322], [0.32842, -1.29011, 1.32291], [-1.47003, -1.01063, 0.09778], [2.08496, 0.67920, -1.21242], [0.07136, -0.94153, 0.39292], [0.34540, 0.63431, 0.03508], [2.17205, 0.31524, 0.43734], [2.17911, 2.02049, -0.21940], [-2.14811, -0.01747, -0.04155], [1.80234, 1.03349, -0.21241], [-0.69752, 1.30833, -0.03550]], "mulliken_charge": [0.371, -0.352, 0.399, 0.484, -0.265, 0.364, -0.579, 0.683, 0.393, 0.379, 0.773, -1.170, -0.480]}

***

B.
{"formula": "C4H6NO2", "method": "ωB97M-V with the def2-TZVPD basis set", "total_charge": 1, "homo_lumo_gap_ev": [7.85, 7.85], "spin_multiplicity": 1, "species": ["C", "H", "H", "C", "C", "N", "O", "H", "C", "H", "H", "O", "H"], "positions_angstrom": [[0.03117, 0.96246, 0.20726], [-0.21110, -2.38207, 0.25097], [-1.84639, 1.16165, -0.87643], [0.64419, -0.45180, 0.46445], [-0.39099, -1.44627, 0.83378], [1.90515, -0.68754, 0.06917], [2.97478, -0.33683, -0.24364], [-1.40282, -1.12264, 0.46288], [-0.66451, 1.23630, -1.10259], [-0.39495, -1.45990, 1.94367], [-0.34555, 0.52953, -1.88718], [0.15810, 1.68472, 1.14793], [-0.45707, 2.31240, -1.27027]], "mulliken_charge": [0.477, 0.380, 0.323, 0.512, -0.945, 0.418, -0.273, 0.346, -0.896, 0.313, 0.352, -0.349, 0.341]}

***

Quick look at relative energies in hartree: A 0.0036; B 0.0000.

***

A.
{"formula": "C2H3BrO", "method": "ωB97M-V with the def2-TZVPD basis set", "homo_lumo_gap_ev": 9.78, "spin_multiplicity": 1, "species": ["O", "Br", "H", "C", "C", "H", "H"], "positions_angstrom": [[1.79563, 1.13307, 0.02054], [-2.21864, 0.32791, 0.09693], [0.03456, -0.98212, -0.12960], [-0.50058, -0.05894, -0.60764], [0.65334, 1.35268, -0.13190], [-0.41802, 0.16790, -1.75694], [0.05078, 2.08425, 0.27598]], "mulliken_charge": [-0.363, -0.120, 0.316, -0.523, 0.073, 0.296, 0.321]}

***

B.
{"formula": "C2H3BrO", "method": "ωB97M-V with the def2-TZVPD basis set", "homo_lumo_gap_ev": 10.67, "spin_multiplicity": 1, "species": ["H", "O", "C", "C", "H", "H", "Br"], "positions_angstrom": [[0.72559, -0.29863, 0.64334], [-0.60368, 1.88800, 2.15734], [-0.47363, 1.70375, 0.98771], [-0.05504, 0.15618, 0.05128], [0.27416, 0.42087, -0.86069], [-0.98597, -0.20730, -0.16414], [-0.97126, 3.10104, -0.34525]], "mulliken_charge": [0.286, -0.381, 0.477, -0.951, 0.406, 0.362, -0.200]}

***

Quick look at relative energies in hartree: A 0.0290; B 0.0000.

***

A.
{"formula": "C8H17N2O5PS", "method": "ωB97M-V with the def2-TZVPD basis set", "homo_lumo_gap_ev": 9.01, "spin_multiplicity": 1, "species": ["H", "H", "H", "C", "H", "H", "C", "H", "O", "C", "C", "S", "H", "H", "H", "O", "H", "C", "H", "H", "C", "P", "O", "N", "H", "H", "H", "H", "N", "C", "O", "O", "C", "H"], "positions_angstrom": [[2.12633, -2.33191, 0.45829], [-0.95310, 3.16470, -1.25766], [2.92389, 3.33455, -1.45242], [2.98474, 1.32566, -0.30901], [-0.42578, -1.31001, 3.47096], [-2.75695, -1.85259, 0.64135], [-2.64652, -0.82791, 0.99716], [-2.15091, -0.28933, 4.32983], [1.99193, 0.47140, 0.02284], [-0.42515, 1.34693, -1.55459], [-2.75644, -0.21257, 3.42892], [2.45114, 3.05217, -0.23495], [3.68666, -2.00168, 0.12978], [-2.96134, 0.84173, 3.23446], [-2.01188, -0.30359, 0.28246], [1.24973, -2.57831, -2.28796], [1.47231, 1.33395, -2.53183], [-0.82281, -1.35552, 2.44417], [-1.74689, 3.26568, -2.62490], [-3.70476, -0.72488, 3.60061], [1.35178, -0.27446, -1.03999], [2.46089, -1.62990, -1.71084], [-1.62260, 1.28605, -2.14925], [2.84969, -2.42899, -0.25519], [0.37826, -0.02440, -2.93468], [-0.45385, 1.36274, -0.46138], [-3.62262, -0.35004, 1.01025], [0.52286, -0.78741, -0.54116], [-2.04635, -0.80873, 2.31778], [0.76804, 0.60755, -2.13614], [4.10492, 0.99493, -0.52197], [-0.19493, -1.84706, 1.51969], [-0.88958, 2.69620, -2.27873], [0.86932, -3.14495, -1.60591]], "mulliken_charge": [0.335, 0.164, 0.163, 0.467, 0.328, 0.291, -0.780, 0.289, -0.180, 0.587, -0.928, -0.221, 0.315, 0.337, 0.080, -0.502, 0.199, 0.070, 0.441, 0.336, 0.196, 0.167, -0.535, -0.682, 0.538, 0.591, 0.390, 0.005, 0.152, -0.786, -0.425, -0.589, -1.143, 0.328]}

***

B.
{"formula": "C8H17N2O5PS", "method": "ωB97M-V with the def2-TZVPD basis set", "homo_lumo_gap_ev": 8.17, "spin_multiplicity": 1, "species": ["H", "H", "H", "H", "C", "O", "H", "C", "H", "H", "C", "H", "O", "O", "S", "O", "C", "H", "N", "H", "H", "C", "H", "P", "H", "H", "H", "C", "H", "N", "C", "H", "C", "O"], "positions_angstrom": [[-3.12616, 1.10263, 0.70416], [-0.91585, -3.00657, -2.44195], [2.19366, 4.33035, 2.74804], [1.47122, -1.65153, 1.84318], [-4.20442, -2.28986, -3.36296], [0.27203, 1.85121, -0.48137], [0.77742, 1.22096, 2.79376], [1.30771, 1.29286, 1.73177], [-2.54550, -0.70953, 0.51047], [-2.02528, 0.64499, -0.75584], [0.19566, 0.80512, 0.58165], [4.19262, -0.69808, 3.47097], [2.39395, -1.48396, 1.46252], [-2.94743, -2.02419, -1.35035], [4.12461, 3.57952, 1.36015], [-1.09958, 0.75730, 1.27674], [-2.96131, -2.40038, -2.52125], [-4.01347, -1.64535, -4.22482], [0.21507, 0.80889, -3.03742], [-5.00883, -1.84728, -2.76578], [2.76791, 2.64036, 3.36958], [2.58469, 3.26801, 2.39905], [-4.51937, -3.28302, -3.69266], [2.86688, 0.19199, 1.80003], [5.18582, 2.79500, 1.83875], [0.48834, -0.24666, 0.14407], [4.08635, 0.94055, 3.72277], [0.50175, 1.19510, -1.81140], [-1.94083, -4.01338, -3.48856], [3.49981, 0.10446, 3.49815], [-2.20981, 0.41124, 0.37594], [-1.43496, -2.37579, -4.02074], [-1.73584, -2.98896, -3.16762], [1.56312, 2.72399, 1.49096]], "mulliken_charge": [0.247, 0.236, 0.287, 0.336, -1.114, -0.278, 0.276, 0.017, 0.265, 0.187, 0.000, 0.279, -0.493, -0.535, -0.148, -0.362, 0.821, 0.329, -0.487, 0.289, 0.338, -0.569, 0.335, 0.181, 0.114, 0.473, 0.275, 0.449, 0.358, -0.605, -0.524, 0.331, -1.060, -0.248]}

***

Quick look at relative energies in hartree: A 0.0000; B 0.1019.

***

A.
{"formula": "C8H13N", "method": "ωB97M-V with the def2-TZVPD basis set", "homo_lumo_gap_ev": 9.10, "spin_multiplicity": 1, "species": ["C", "H", "H", "H", "N", "H", "C", "H", "C", "C", "C", "H", "H", "H", "C", "H", "C", "H", "H", "H", "H", "C"], "positions_angstrom": [[1.70460, -0.26516, -0.08071], [0.95435, -1.56023, 1.56104], [-0.07256, 2.52984, 0.47708], [2.54132, -2.19760, -0.15712], [-1.68570, -0.43113, 0.93847], [-0.25559, 0.45930, 2.20988], [-2.26724, -0.60748, -0.28931], [3.27476, -0.99022, -1.57778], [-3.47186, -0.48295, -0.80716], [0.84796, -0.74728, 0.82611], [1.35527, 1.25130, -0.46425], [-1.45425, -1.12823, -0.74134], [-3.68943, -0.52858, -1.99364], [-2.46379, -0.07372, 1.67184], [2.92670, -1.13210, -0.48147], [1.36139, 1.49292, -1.50908], [-0.32515, 0.34081, 1.06500], [2.11640, 1.86491, -0.09634], [-0.83310, 1.71367, -0.63913], [3.77640, -1.01828, 0.33527], [-4.30183, -0.05938, -0.37644], [-0.03866, 1.56957, 0.12906]], "mulliken_charge": [0.517, 0.372, 0.381, 0.286, -0.312, 0.381, -0.096, 0.287, -0.884, -0.825, -0.617, 0.351, 0.176, 0.239, -1.052, 0.356, 0.123, 0.379, 0.307, 0.240, 0.327, -0.936]}

***

B.
{"formula": "C8H13N", "method": "ωB97M-V with the def2-TZVPD basis set", "homo_lumo_gap_ev": 9.49, "spin_multiplicity": 1, "species": ["H", "N", "H", "H", "C", "C", "C", "C", "H", "H", "C", "H", "C", "C", "H", "H", "H", "H", "C", "H", "H", "H"], "positions_angstrom": [[0.17138, -0.66763, 1.47916], [1.15478, -0.67662, -1.46099], [0.30214, -2.53345, -1.74319], [-1.90252, -1.09575, 1.74323], [0.99086, 1.70502, -0.05933], [0.59217, -1.84861, -0.83383], [-0.75539, -1.23663, -0.28201], [-0.04411, -0.27340, 0.51131], [1.91022, 2.22109, 0.38886], [-2.99050, -0.92386, 0.18270], [-0.25612, 1.84476, 0.86544], [2.02241, -0.69590, -1.95854], [-1.17449, 0.66601, 0.53448], [-1.97293, -0.78419, 0.66705], [0.79458, 2.29362, -0.99800], [1.96625, -0.12305, 0.46252], [-1.82785, 0.89492, -0.46736], [-1.10286, -0.87846, -1.32886], [1.27111, 0.13050, -0.25900], [1.28779, -2.47964, -0.22590], [-0.75817, 2.74182, 0.92257], [0.32124, 1.71947, 1.85967]], "mulliken_charge": [0.071, -0.389, 0.322, 0.229, -0.716, -0.698, 0.172, -0.134, 0.299, 0.313, -0.873, 0.284, 0.008, -0.565, 0.320, 0.404, 0.095, 0.138, -0.306, 0.301, 0.538, 0.188]}

***

C.
{"formula": "C8H13N", "method": "ωB97M-V with the def2-TZVPD basis set", "homo_lumo_gap_ev": 8.92, "spin_multiplicity": 1, "species": ["H", "H", "H", "H", "H", "H", "H", "N", "H", "C", "H", "C", "H", "H", "C", "C", "C", "C", "H", "C", "C", "H"], "positions_angstrom": [[-2.00344, 0.42293, 2.31398], [-1.84647, 2.19284, 1.89997], [-2.92077, -0.93359, -1.39963], [2.00446, -1.44113, -2.35872], [2.83469, -2.23788, -0.98809], [-1.64264, 2.03036, -1.22517], [-1.36937, -0.12922, 0.02933], [-0.91050, -1.72215, -1.80307], [-0.51152, 2.86700, -0.12677], [-0.77063, 1.89996, -0.57694], [0.76310, 0.11121, 2.51038], [-1.03817, 0.84968, 0.46854], [0.07127, 1.63751, -1.22013], [2.36628, -0.44875, 2.02168], [1.10770, -1.14649, -0.47342], [0.91418, -0.37676, 0.46722], [1.86464, -1.96559, -1.41085], [-1.90459, -1.24273, -1.43040], [1.78903, 1.19398, 1.57983], [-1.61182, 1.17197, 1.64489], [1.50424, 0.14618, 1.71395], [1.31035, -2.87935, -1.63657]], "mulliken_charge": [0.318, 0.273, 0.365, 0.248, 0.357, 0.295, -0.234, -0.418, 0.407, -1.128, 0.280, 0.481, 0.296, 0.369, 0.545, 0.239, -1.228, 0.111, 0.244, -0.911, -1.226, 0.314]}

***

Quick look at relative energies in hartree: A 0.0000; B 0.1367; C 0.0508.

***

A.
{"formula": "C8H13N", "method": "ωB97M-V with the def2-TZVPD basis set", "homo_lumo_gap_ev": 9.03, "spin_multiplicity": 1, "species": ["H", "H", "H", "H", "H", "H", "H", "H", "C", "C", "N", "H", "C", "C", "H", "C", "H", "H", "C", "C", "H", "C"], "positions_angstrom": [[2.77371, -1.82384, 0.04516], [-2.86154, -1.64515, 0.90907], [0.11821, 2.45130, 0.41862], [2.63252, 0.54717, -0.86000], [1.42252, -0.56442, -2.16672], [1.60102, 1.22478, 0.88118], [0.44472, 0.92441, 2.52538], [-0.71782, 0.49070, -2.48736], [0.44884, 1.41270, 0.50553], [1.60347, -0.09622, -1.08087], [0.44519, 0.96267, -0.92219], [-1.54978, 1.46865, -1.26806], [-0.29232, 0.63423, 1.59107], [-0.86556, 0.66534, -1.36700], [0.90912, -2.07061, -0.05254], [-2.17347, -0.77259, 0.47892], [-1.79559, -0.39565, 2.53753], [1.85978, -0.82650, 0.96275], [1.73871, -1.19595, -0.06515], [-1.74380, -0.43576, -0.72479], [-2.50402, -0.87992, -1.44325], [-1.49391, -0.07535, 1.58272]], "mulliken_charge": [0.330, 0.239, 0.372, 0.243, 0.255, 0.355, 0.177, 0.390, -0.857, -0.412, 0.050, 0.354, -0.030, -0.982, 0.226, -0.075, 0.337, 0.216, -0.762, -0.200, 0.262, -0.487]}

***

B.
{"formula": "C8H13N", "method": "ωB97M-V with the def2-TZVPD basis set", "homo_lumo_gap_ev": 6.11, "spin_multiplicity": 1, "species": ["C", "C", "C", "H", "H", "C", "C", "H", "C", "H", "H", "H", "C", "H", "H", "H", "H", "H", "H", "C", "H", "N"], "positions_angstrom": [[-0.89953, -0.42858, 0.02301], [-0.71060, 1.52771, -1.52907], [-2.12392, -0.81970, -0.42230], [-2.42220, -1.84281, -0.30697], [-0.47855, 2.58559, -1.57867], [1.91221, 1.74059, -0.33744], [0.15130, -1.07192, 0.65206], [-1.74990, 1.37211, -1.79427], [0.98843, 0.95734, 0.19949], [0.92344, 0.25158, 2.25811], [-0.35169, -3.10726, 0.27398], [2.16816, -0.49369, 1.24053], [1.14783, -0.10227, 1.22809], [2.91605, 1.71724, 0.04742], [-0.08810, 0.98104, -2.23005], [-0.98288, 1.57797, 0.49134], [-0.27344, -2.71950, 1.98826], [1.21375, -2.87378, 1.05960], [-2.79998, -0.17738, -0.95665], [0.18566, -2.51869, 1.01364], [1.73549, 2.44055, -1.13816], [-0.46154, 1.00386, -0.18195]], "mulliken_charge": [0.130, -1.048, -1.518, 0.269, 0.373, -1.147, 0.729, 0.301, 0.505, 0.187, 0.377, 0.404, -0.465, 0.312, 0.373, 0.397, 0.262, 0.385, 0.265, -1.577, 0.267, 0.221]}

***

Quick look at relative energies in hartree: A 0.0612; B 0.0000.